1.
Here is one molecule with the formula C14H19Cl2N3O2 from OMol25. Energies are from the ωB97M-V functional and the def2-TZVPD basis.

## Properties
relative energy (zero: lowest compared OMol25 entry of this formula, charge and spin): 39.7 kJ/mol
total energy: -1780.091052 Eh
SMILES string: CC(C)[C@H](NC(N)=O)C(=O)NCCc1ccc(Cl)cc1Cl
HOMO-LUMO gap: 9.36 eV

Structure (XYZ):
```
40
Properties=species:S:1:pos:R:3:forces:R:3
C -2.02234 -2.04287 -0.28113 0.13 -0.22 0.17
C -1.20912 -3.27287 -0.67277 -0.11 -0.01 -0.16
C -1.97365 -4.10212 -1.70324 0.09 0.06 0.17
C 0.19289 -2.92643 -1.23799 -0.36 -0.05 0.00
N 1.20830 -2.75235 -0.19770 0.30 -0.34 -0.13
C 1.28273 -1.83907 0.80610 0.22 -0.12 0.11
N 2.14926 -2.17731 1.80711 0.20 -0.07 0.31
O 0.66360 -0.78648 0.85730 -0.21 0.20 0.11
C 0.11003 -1.80397 -2.28873 0.32 -0.28 0.33
O -0.08611 -2.08575 -3.45722 -0.14 -0.19 -0.37
N 0.25831 -0.55906 -1.83063 0.01 0.49 0.17
C 0.22593 0.60143 -2.68670 -0.10 0.08 -0.29
C -0.60708 1.72384 -2.05432 0.13 -0.18 -0.13
C -0.11752 2.03645 -0.66719 -0.23 0.07 0.05
C 1.18703 2.47838 -0.47250 -0.07 -0.02 0.12
C 1.70581 2.70116 0.78765 0.02 -0.02 0.05
C 0.90109 2.47962 1.89267 -0.22 -0.04 -0.32
Cl 1.53634 2.72085 3.47850 0.11 0.03 0.28
C -0.41085 2.07161 1.74191 0.12 0.04 0.04
C -0.90647 1.85565 0.46613 0.41 0.20 0.01
Cl -2.55428 1.36320 0.33067 -0.36 -0.08 0.05
H -2.27593 -1.45998 -1.16292 -0.07 0.12 -0.09
H -2.94812 -2.35278 0.19939 -0.12 -0.02 0.02
H -1.47144 -1.41347 0.41043 -0.08 0.10 0.01
H -1.04722 -3.88263 0.22578 0.07 0.04 -0.10
H -2.98749 -4.28967 -1.35823 -0.11 -0.04 0.02
H -2.01925 -3.56742 -2.64856 -0.05 0.02 -0.13
H -1.48612 -5.05958 -1.87497 0.03 -0.12 -0.07
H 0.52906 -3.79956 -1.80799 0.00 0.21 0.08
H 1.75136 -3.58711 -0.04124 -0.06 0.10 -0.06
H 2.81886 -2.91900 1.70645 -0.02 0.04 -0.01
H 2.35639 -1.45528 2.47601 -0.02 0.00 -0.08
H 0.36206 -0.40350 -0.82880 0.03 -0.18 -0.03
H 1.25071 0.95179 -2.86151 -0.10 0.00 -0.09
H -0.20066 0.29638 -3.64585 0.11 0.10 0.09
H -0.52803 2.61171 -2.68515 -0.05 0.01 -0.02
H -1.65270 1.42100 -2.01717 0.06 0.06 -0.10
H 1.81468 2.64714 -1.33455 0.08 0.01 -0.12
H 2.72368 3.03440 0.91442 0.08 0.04 0.04
H -1.03802 1.90775 2.60332 -0.04 -0.01 0.06
```
Positions in Å, forces in eV/Å.

These are the natural (NBO) partial charges, in e, on atoms 1 to 8: -0.63, -0.21, -0.61, -0.12, -0.63, 0.80, -0.83, -0.69

2.
Here is C14H19Cl4EuNO2S2 as an isolated structure in a non-equilibrium geometry from OMol25. Energies are from the ωB97M-V functional and the def2-TZVPD basis.

## Properties
expectation value of S²: 15.822
2S+1: 8
total energy: -4097.409611 Eh
HOMO-LUMO gap (alpha / beta): 3.59 / 2.64 eV

Structure (XYZ):
```
43
Properties=species:S:1:pos:R:3:forces:R:3
Eu 0.07488 0.56709 -0.05261 -0.19 0.06 -0.01
S 1.91368 -0.90945 1.86678 0.06 0.13 0.03
S -0.19071 0.06686 -2.96285 0.16 0.20 -0.07
C 1.84989 0.43138 3.09233 -0.04 0.03 0.12
C 3.46886 -0.52121 0.99622 -0.05 -0.04 0.00
C 3.38161 0.52533 -0.11311 0.12 -0.03 -0.29
N 2.38197 0.17666 -1.13909 0.26 -0.19 -0.05
C 2.37095 1.11163 -2.28086 0.30 -0.16 0.15
C 1.49840 0.60480 -3.41966 -0.24 -0.22 -0.04
H 3.82205 -1.47851 0.58469 -0.04 0.24 0.16
H 4.17742 -0.18557 1.75992 0.04 -0.14 -0.20
H 4.37737 0.59565 -0.58641 -0.06 0.13 0.20
H 3.12571 1.51564 0.30359 -0.02 -0.24 -0.19
H 3.39638 1.22915 -2.66474 -0.05 0.15 -0.07
H 2.02051 2.09406 -1.92070 0.04 -0.24 0.04
H 1.95715 -0.27957 -3.88265 -0.07 0.23 0.01
H 1.37781 1.37962 -4.18003 0.20 -0.14 -0.02
C -1.09680 1.64145 -3.04555 -0.29 0.01 -0.38
H 2.56229 -0.77644 -1.47620 -0.04 0.42 0.11
H -0.48200 2.47385 -2.67524 -0.18 -0.25 0.07
H -2.00088 1.52533 -2.42333 0.42 0.09 -0.27
H -1.38512 1.81945 -4.09169 0.04 0.06 0.34
H 0.82317 0.45556 3.49731 0.47 0.02 -0.25
H 2.07551 1.39124 2.60521 -0.18 -0.19 0.17
H 2.56746 0.23535 3.89690 -0.14 0.06 -0.18
C -0.39249 -2.71534 -0.46407 0.24 0.42 -0.17
C 0.81913 -2.85546 -1.02694 -0.22 0.20 0.26
H -1.28001 -2.46623 -1.06180 0.42 -0.21 0.23
H -0.54852 -2.79563 0.61839 0.14 -0.12 -0.43
H 0.96885 -2.73453 -2.10528 -0.13 -0.13 0.35
H 1.71464 -3.06361 -0.42745 -0.41 -0.02 -0.20
Cl -5.32578 -0.10003 4.54844 -0.14 -0.06 0.02
C -4.45196 0.01828 3.08421 0.80 0.21 -0.21
C -5.11198 -0.23301 1.82793 0.70 0.12 -0.60
Cl -6.77481 -0.64266 1.82077 0.01 -0.01 0.04
C -4.40511 -0.17219 0.62710 -0.15 0.11 1.43
Cl -5.09847 -0.59544 -0.86293 -0.27 -0.04 -0.35
C -3.02638 0.20077 0.62486 0.86 -0.19 -1.02
O -2.32080 0.19555 -0.45334 -0.82 0.19 1.45
C -2.37080 0.50608 1.91238 1.14 0.17 0.18
O -1.13428 0.84789 1.94956 -1.48 -0.47 -0.12
C -3.10335 0.34715 3.12280 -1.01 -0.18 -0.37
Cl -2.22544 0.56906 4.57714 -0.18 0.03 0.13
```
Positions in Å, forces in eV/Å.

These are the natural (NBO) partial charges, in e, on atoms 1 to 8: 0.67, 0.20, 0.20, -0.76, -0.53, -0.25, -0.68, -0.26

3.
Here is C14H19ClCoO as an isolated structure in a non-equilibrium geometry from OMol25. Energies are from the ωB97M-V functional and the def2-TZVPD basis.

## Properties
expectation value of S²: 3.766
2S+1: 4
charge: -2
total energy: -2462.994781 Eh
HOMO-LUMO gap (alpha / beta): 4.94 / 4.92 eV

Structure (XYZ):
```
36
Properties=species:S:1:pos:R:3:forces:R:3
C 0.14924 1.54916 -1.87338 1.16 1.61 -1.05
C 0.53152 0.19808 -2.19428 0.35 0.53 -1.71
C 1.59591 -0.17701 -1.34932 1.37 -0.48 0.09
H 0.12065 -0.40308 -2.99798 -0.07 0.06 0.32
C 1.87095 0.90178 -0.46716 1.40 1.76 -0.48
C 1.03619 2.03120 -0.83697 1.21 -1.45 -0.90
H 0.99237 2.92363 -0.24110 -0.17 0.10 -0.23
H -0.66025 2.13060 -2.31273 0.27 -0.27 0.04
H 2.13597 -1.13623 -1.32968 -0.63 0.50 -0.02
H 2.70545 0.97997 0.26814 -1.02 -0.35 -0.58
Co -0.14127 0.37820 -0.34692 -3.74 -1.71 4.52
Cl -1.38085 -1.46174 0.27823 0.06 0.12 -0.16
C 0.38874 -5.51310 0.21549 0.97 -0.11 -0.93
C 1.79381 -5.33774 0.47448 -0.57 -0.21 -1.13
C 2.47305 -5.25649 -0.79208 -1.14 -0.24 0.16
H 2.26683 -5.30215 1.45992 -0.17 0.08 -0.31
C 1.48800 -5.38533 -1.83404 -0.23 -0.13 1.19
C 0.19994 -5.54444 -1.21114 1.15 -0.03 0.65
H -0.75137 -5.69163 -1.72996 0.30 0.16 0.18
H -0.39468 -5.62757 0.96929 0.26 0.16 -0.26
H 3.55163 -5.14508 -0.93784 -0.33 0.03 0.05
H 1.68831 -5.39091 -2.90948 -0.07 0.07 0.33
C -0.41011 3.57523 2.26227 -0.01 0.72 0.35
C -1.35508 2.91155 1.25351 0.10 -0.80 0.24
C -2.70158 2.71204 1.93068 -0.43 0.10 0.29
C -1.60138 3.85909 0.08140 -0.11 0.88 -0.30
O -0.92103 1.65785 0.93928 0.25 -0.32 -0.22
H -0.83325 4.54094 2.60155 0.12 -0.25 0.03
H 0.58304 3.80691 1.85498 -0.14 -0.27 -0.08
H -0.29959 2.91800 3.13106 0.07 0.06 -0.15
H -3.06670 3.68170 2.28708 -0.41 -0.11 0.16
H -3.39023 2.25825 1.21034 -0.01 0.21 0.06
H -2.60342 1.99089 2.75009 0.07 0.26 -0.03
H -0.68504 4.17777 -0.44217 -0.28 -0.31 0.08
H -2.30399 3.39460 -0.62275 0.25 0.07 0.02
H -2.07177 4.79505 0.46118 0.15 -0.44 -0.22
```
Positions in Å, forces in eV/Å.

These are the natural (NBO) partial charges, in e, on atoms 1 to 8: -0.42, -0.38, -0.34, 0.23, -0.39, -0.31, 0.22, 0.22

4.
Here is C14H19ClO5Se2Ti as an isolated structure from OMol25. Energies are from the ωB97M-V functional and the def2-TZVPD basis.

## Properties
expectation value of S²: 0.753
relative energy (zero: lowest compared OMol25 entry of this formula, charge and spin): 14.8 kJ/mol
2S+1: 2
charge: +1
total energy: -7033.503262 Eh
HOMO-LUMO gap (alpha / beta): 8.57 / 9.11 eV

Structure (XYZ):
```
42
Properties=species:S:1:pos:R:3:forces:R:3
Ti 0.26990 -0.00005 -0.07601 -0.28 -0.16 -0.23
C 0.31720 -3.21790 -2.15938 0.07 -0.18 -0.02
Se -0.27662 -1.40040 -2.37664 -0.17 0.19 0.09
C 1.26391 -0.70512 -3.33462 0.09 0.03 -0.11
C 2.59225 -0.87998 -2.62643 0.03 -0.12 -0.07
Se 2.72677 0.10872 -0.95208 0.09 0.45 -0.29
C 3.82786 -1.15620 -0.00696 0.09 -0.09 0.02
H 0.64281 -3.58299 -3.13071 0.00 -0.06 0.02
H -0.54074 -3.79602 -1.82666 0.00 -0.01 0.01
H 1.10453 -3.28569 -1.41642 0.01 -0.02 0.00
H 1.02306 0.33919 -3.52391 0.04 0.04 0.01
H 1.29155 -1.21896 -4.29496 0.01 0.00 -0.02
H 3.40444 -0.52793 -3.26005 0.00 -0.01 -0.05
H 2.78413 -1.92198 -2.37670 -0.03 -0.04 -0.06
H 4.71944 -1.31018 -0.60838 0.04 -0.04 0.05
H 3.28891 -2.08909 0.13323 0.03 -0.02 0.04
H 4.10473 -0.70537 0.94158 -0.02 -0.03 0.04
C -2.06436 2.99381 2.79750 -0.01 -0.02 0.01
C -2.15780 1.63666 2.16508 0.06 -0.03 0.11
C -1.99908 0.47923 2.92394 0.01 0.11 0.04
C -2.02051 -0.77010 2.33220 0.08 -0.06 0.07
Cl -1.75297 -2.17923 3.29970 0.01 0.03 -0.04
C -2.22975 -0.91465 0.96757 -0.15 0.02 -0.11
C -2.42828 0.23181 0.19877 0.00 0.00 0.06
C -2.36635 1.49043 0.79552 0.08 0.16 -0.01
O -2.55345 2.59463 -0.00551 -0.02 -0.04 -0.20
C -1.38118 3.26488 -0.50734 -0.09 0.07 0.04
C -0.29353 2.23355 -0.63232 0.01 -0.29 -0.03
O -0.35528 1.33839 -1.54011 -0.07 0.59 -0.02
O 0.52356 2.03146 0.31400 -0.24 0.10 -0.04
H -2.40839 2.96090 3.82976 0.02 0.00 0.00
H -2.65820 3.72710 2.25586 -0.03 -0.02 -0.02
H -1.02587 3.33446 2.80261 0.00 -0.02 -0.01
H -1.83049 0.55809 3.99032 -0.01 0.00 -0.01
H -2.32366 -1.89719 0.52622 0.06 -0.04 0.02
H -2.69228 0.16940 -0.84815 0.05 -0.03 -0.04
H -1.07779 4.06014 0.17098 0.06 0.02 0.02
H -1.65313 3.66030 -1.48156 0.01 0.07 -0.01
O 0.65986 -1.87519 0.54223 0.21 -0.24 0.52
C 1.07041 -1.43800 1.68163 -0.14 -0.06 -0.06
O 1.04297 -0.20500 1.87600 0.07 -0.18 0.24
H 1.43141 -2.13594 2.44021 0.01 -0.05 0.02
```
Positions in Å, forces in eV/Å.

These are the natural (NBO) partial charges, in e, on atoms 1 to 8: 1.31, -0.79, 0.45, -0.57, -0.57, 0.48, -0.78, 0.24

5.
Here is a 6-piece molecular cluster, C14H19F4NO14 overall in a non-equilibrium geometry from OMol25. Energies are from the ωB97M-V functional and the def2-TZVPD basis.

## Properties
total energy: -2052.437433 Eh
HOMO-LUMO gap: 8.54 eV

Structure (XYZ):
```
52
Properties=species:S:1:pos:R:3:forces:R:3
N -0.03392 0.70000 0.34793 0.36 0.24 -0.12
H 0.27710 -0.25882 0.41131 0.02 -2.04 0.60
H 0.46641 1.24443 1.03594 0.66 0.38 0.17
H -0.99986 0.82300 0.61611 -0.50 -0.10 -1.04
H 0.29595 0.98779 -0.56227 -0.90 0.75 -0.53
C 2.52506 -2.74677 2.07703 -1.43 -2.65 -0.39
C 1.70911 -2.20183 0.85780 1.68 2.33 2.11
O 2.38069 -1.64965 -0.00031 1.47 0.14 -2.17
O 0.48366 -1.98695 0.94982 -2.38 -0.63 0.69
H 3.29609 -3.44303 1.74708 0.72 0.81 -0.25
H 1.89938 -3.51078 2.53845 -0.57 0.15 0.50
H 2.83508 -2.10253 2.89978 0.04 0.51 -0.68
C -2.65420 -1.47473 2.43954 0.65 0.35 1.79
C -2.91652 -1.92597 1.07517 1.45 1.36 -0.62
O -3.56027 -0.75522 0.57881 -1.42 -0.02 -0.24
C -4.22829 -0.05612 1.65455 -0.77 0.88 -2.28
O -4.99880 0.88768 1.47771 2.69 -3.30 0.92
O -3.77533 -0.63777 2.75496 -1.36 0.21 1.43
F -3.61237 -3.10079 1.05662 -0.64 0.67 -0.23
H -1.85573 -0.75315 2.61245 0.75 -0.58 -0.78
H -2.44179 -2.34482 3.06076 -0.82 0.31 0.63
H -1.95627 -2.09663 0.58845 -0.24 0.07 -0.61
C 0.98347 2.93429 -4.77795 -0.08 0.27 -0.71
C -0.51121 2.77418 -5.08745 1.16 1.75 -0.22
O -1.10753 3.09532 -3.84950 0.24 0.22 0.02
C -0.16642 2.90444 -2.90410 -1.25 -1.52 3.86
O -0.37051 2.86152 -1.69621 0.03 0.55 -2.34
O 0.99619 2.54831 -3.40645 1.09 0.34 -0.69
F -0.71779 1.50789 -5.39230 -0.76 -1.68 -0.30
H 1.34872 3.95801 -4.85976 -0.18 0.11 -0.02
H 1.61830 2.30367 -5.40038 -0.19 -0.23 0.31
H -0.92195 3.41804 -5.86516 -0.02 0.00 0.12
C 1.55730 1.10687 5.47572 0.10 0.52 -2.08
C 0.14840 1.67837 5.30777 -1.07 0.42 1.38
O -0.16895 1.84002 3.90372 0.51 -0.50 2.51
C 1.00636 1.66885 3.26891 -0.70 -0.87 3.23
O 1.15974 2.07829 2.19024 1.47 0.72 -2.37
O 1.85120 1.00031 4.06018 1.48 -0.95 -1.23
F 0.15742 2.90153 5.87493 -0.08 1.28 0.11
H 1.68714 0.21299 6.08584 -0.43 -0.44 -0.79
H 2.37366 1.76746 5.76774 -0.81 0.65 0.73
H -0.64087 1.16524 5.85717 -0.07 -0.49 -0.67
C 1.47124 -1.15323 -3.31454 -1.13 1.09 1.46
C 0.14186 -1.67122 -2.59037 2.06 -1.90 0.41
O -0.27573 -2.63974 -3.53849 -0.83 0.30 -0.82
C 0.34954 -2.47609 -4.72397 -0.37 -1.85 -3.65
O 0.19886 -3.13503 -5.76433 -0.02 1.85 3.65
O 1.21599 -1.46659 -4.64944 0.44 -0.29 -0.76
F -0.81583 -0.77550 -2.23870 -0.03 0.52 -0.92
H 2.38299 -1.60884 -2.92824 -0.30 -0.47 0.08
H 1.65144 -0.07831 -3.30112 -0.40 0.06 0.45
H 0.26181 -2.31835 -1.72149 0.68 0.72 0.35
```
Positions in Å, forces in eV/Å.

These are the natural (NBO) partial charges, in e, on atoms 1 to 8: -0.89, 0.47, 0.43, 0.43, 0.45, -0.74, 0.78, -0.76